{
  "formula": "C32H41BN6O6S3Ti",
  "method": "wB97M-V/def2-TZVPD",
  "lumo_ev": [0.10, 0.10],
  "orbital_gap_ev": [6.12, 7.15],
  "total_charge": 0,
  "spin_multiplicity": 3,
  "elements": ["Ti", "C", "C", "O", "C", "C", "O", "C", "C", "O", "C", "C", "O", "H", "H", "H", "H", "H", "H", "H", "H", "H", "H", "H", "H", "H", "H", "H", "H", "C", "C", "C", "C", "C", "C", "C", "S", "O", "O", "N", "C", "C", "C", "C", "C", "C", "C", "C", "N", "C", "H", "H", "H", "H", "H", "H", "H", "H", "H", "H", "H", "H", "H", "C", "N", "C", "C", "N", "B", "N", "C", "C", "N", "C", "C", "S", "C", "S", "H", "H", "H", "H", "H", "H", "H", "H", "H", "H", "H", "H"],
  "positions_angstrom": [[-0.34, 0.02, -0.46], [0.29, -3.05, -2.25], [-1.11, -2.90, -2.79], [-1.44, -1.53, -2.75], [-2.81, -1.26, -3.04], [-3.65, -1.36, -1.79], [-3.16, -0.41, -0.87], [-3.62, -0.59, 0.46], [-3.03, -1.84, 1.09], [-1.66, -1.93, 0.73], [-1.23, -3.28, 0.59], [0.21, -3.30, 0.15], [0.45, -2.46, -0.97], [1.00, -2.54, -2.91], [0.56, -4.11, -2.21], [-1.83, -3.49, -2.21], [-1.14, -3.26, -3.83], [-3.18, -1.96, -3.80], [-2.84, -0.24, -3.44], [-3.60, -2.37, -1.39], [-4.70, -1.15, -2.03], [-4.71, -0.65, 0.49], [-3.32, 0.31, 1.00], [-3.55, -2.73, 0.74], [-3.13, -1.79, 2.18], [-1.88, -3.79, -0.13], [-1.32, -3.81, 1.54], [0.50, -4.33, -0.08], [0.88, -2.93, 0.93], [-2.99, -3.17, 5.43], [-1.86, -2.59, 4.62], [-0.73, -3.33, 4.32], [0.30, -2.78, 3.57], [0.21, -1.48, 3.10], [-0.91, -0.72, 3.42], [-1.93, -1.27, 4.16], [1.68, -0.73, 2.44], [2.01, 0.30, 3.40], [2.63, -1.81, 2.31], [1.33, -0.10, 0.99], [2.49, 0.42, 0.38], [3.63, 0.88, 1.01], [4.77, 1.31, 0.30], [4.81, 1.29, -1.07], [3.66, 0.87, -1.76], [3.62, 0.76, -3.17], [2.49, 0.34, -3.80], [1.35, 0.10, -3.01], [1.35, 0.18, -1.71], [2.50, 0.49, -1.05], [-3.87, -3.35, 4.81], [-3.30, -2.50, 6.23], [-2.70, -4.12, 5.88], [-0.64, -4.34, 4.69], [1.21, -3.35, 3.38], [-0.99, 0.30, 3.05], [-2.80, -0.66, 4.40], [3.68, 0.89, 2.09], [5.63, 1.65, 0.86], [5.69, 1.60, -1.62], [4.51, 1.03, -3.73], [2.43, 0.24, -4.88], [0.39, -0.13, -3.47], [-0.33, 1.98, -5.17], [0.26, 2.70, -4.06], [1.32, 3.57, -4.15], [1.50, 4.08, -2.92], [0.56, 3.54, -2.07], [0.17, 4.22, -0.70], [0.78, 3.57, 0.59], [1.87, 4.14, 1.21], [1.85, 3.83, 2.52], [0.72, 3.06, 2.72], [0.23, 2.64, 4.02], [0.09, 2.87, 1.53], [-1.31, 1.91, 1.31], [-0.20, 2.69, -2.78], [-1.48, 1.72, -2.20], [0.46, 1.71, -5.87], [-1.07, 2.60, -5.68], [-0.82, 1.09, -4.79], [1.85, 3.74, -5.08], [2.21, 4.81, -2.56], [0.66, 5.33, -0.77], [-1.03, 4.23, -0.61], [2.56, 4.75, 0.66], [2.51, 4.08, 3.33], [0.58, 3.36, 4.75], [0.61, 1.65, 4.27], [-0.85, 2.64, 4.00]]
}